# C3H4P2

A cluster of 2 separate species, C3H4P2 in total in a non-equilibrium geometry (ωB97M-V with the def2-TZVPD basis set, the OMol25 dataset).

Geometry (Å):
C  -1.527  -0.319  0.156
C  0.521  -0.814  0.216
C  1.329  0.390  0.048
P  -3.147  -0.877  0.085
P  -2.423  1.148  -0.020
H  0.530  -1.594  -0.528
H  1.109  1.136  0.812
H  1.239  0.863  -0.941
H  2.370  0.066  0.172

The energy above the lowest of the compared OMol25 structures with the same formula, charge and spin comes out at 4.312 eV. The calculation puts the frontier orbital gap (alpha / beta) at 8.5 / 5.6 eV. For the HOMO energy (alpha / beta), the calculation gives -8.7 / -6.6 eV.

***

# C3H4P2

An isolated molecule of C3H4P2 in a non-equilibrium geometry (ωB97M-V with the def2-TZVPD basis set, the OMol25 dataset).

Geometry (Å):
C  1.288  0.235  -0.480
C  0.675  -0.296  0.740
P  -1.013  -0.546  1.085
C  -2.656  -0.351  -0.072
P  -3.895  0.462  -0.511
H  0.822  1.166  -0.828
H  1.198  -0.529  -1.235
H  2.357  0.449  -0.288
H  1.223  -0.589  1.589

The energy above the lowest of the compared OMol25 structures with the same formula, charge and spin comes out at 2.064 eV. The calculation puts the frontier orbital gap at 8.2 eV. For the HOMO energy, the calculation gives -8.9 eV. Its structure (SMILES) is C/C=P\C#P.

***

# C3H4S

An isolated molecule of C3H4S in a non-equilibrium geometry (ωB97M-V with the def2-TZVPD basis set, the OMol25 dataset).

Geometry (Å):
C  -0.324  -0.123  0.604
C  -0.512  0.280  -0.889
S  -1.231  -1.342  -1.365
C  0.295  -0.836  -0.445
H  -1.069  -0.431  1.336
H  0.427  0.493  1.010
H  -0.279  1.167  -1.623
H  1.205  -1.325  -0.677

The energy above the lowest of the compared OMol25 structures with the same formula, charge and spin comes out at 1.503 eV. The calculation puts the frontier orbital gap at 9.4 eV. For the HOMO energy, the calculation gives -8.4 eV. Its structure (SMILES) is C1[C@@H]2S[C@H]12.

***

# C3H4S

An isolated molecule of C3H4S in a non-equilibrium geometry (ωB97M-V with the def2-TZVPD basis set, the OMol25 dataset).

Geometry (Å):
C  -1.477  0.243  0.134
C  -0.078  0.065  0.213
C  1.114  -0.034  0.200
S  2.863  -0.100  0.166
H  -1.864  -0.763  -0.263
H  -1.458  0.986  -0.765
H  -1.995  0.674  1.037
H  2.895  -1.071  -0.721

The energy above the lowest of the compared OMol25 structures with the same formula, charge and spin comes out at 0.937 eV. The calculation puts the frontier orbital gap at 9.5 eV. For the HOMO energy, the calculation gives -8.6 eV. Its structure (SMILES) is CC#CS.

***

# C3H4S2

An isolated molecule of C3H4S2 (ωB97M-V with the def2-TZVPD basis set, the OMol25 dataset).

Geometry (Å):
C  -1.543  -0.001  0.075
C  -0.286  0.000  0.490
C  0.853  0.001  -0.425
S  2.281  1.024  0.003
S  2.280  -1.025  0.002
H  -2.365  -0.003  0.769
H  -1.795  0.003  -0.973
H  -0.038  -0.001  1.542
H  0.612  0.001  -1.484

The energy above the lowest of the compared OMol25 structures with the same formula, charge and spin comes out at 0.497 eV. The calculation puts the frontier orbital gap at 8.5 eV. For the HOMO energy, the calculation gives -8.4 eV. Its structure (SMILES) is C=CC1SS1.

***

# C3H4S3

An isolated molecule of C3H4S3 in a non-equilibrium geometry (ωB97M-V with the def2-TZVPD basis set, the OMol25 dataset).

Geometry (Å):
C  1.736  -0.768  -0.343
S  -0.011  -1.027  0.098
C  -0.612  0.598  0.159
S  0.135  1.997  -0.243
C  -2.067  0.590  0.517
S  -3.069  -0.214  -0.442
H  2.172  -1.688  -0.318
H  1.766  -0.376  -1.361
H  2.241  -0.110  0.422
H  -2.291  0.997  1.512

The energy above the lowest of the compared OMol25 structures with the same formula, charge and spin comes out at 1.341 eV. The calculation puts the frontier orbital gap at 7.7 eV. For the HOMO energy, the calculation gives -8.7 eV. Its structure (SMILES) is CSC(=S)C=S.

***

# C3H4S4

An isolated molecule of C3H4S4 in a non-equilibrium geometry (ωB97M-V with the def2-TZVPD basis set, the OMol25 dataset).

Geometry (Å):
C  0.339  -1.315  0.237
C  -0.893  -1.693  0.023
C  0.144  1.050  -0.042
S  -2.399  -0.486  -0.339
S  -1.435  1.163  -0.940
S  1.474  1.683  -0.996
S  0.204  1.478  1.603
H  1.218  -1.366  0.709
H  -1.481  -2.666  0.256
H  1.443  1.146  -2.199
H  1.386  1.006  1.688

The energy above the lowest of the compared OMol25 structures with the same formula, charge and spin comes out at 3.798 eV. The calculation puts the frontier orbital gap at 7.5 eV. For the HOMO energy, the calculation gives -8.0 eV.

***

# C3H4Se

An isolated molecule of C3H4Se in a non-equilibrium geometry (ωB97M-V with the def2-TZVPD basis set, the OMol25 dataset).

Geometry (Å):
C  1.798  0.573  -0.277
C  0.651  0.493  -0.039
C  -1.139  0.267  0.107
Se  -1.266  -1.753  0.201
H  2.775  0.792  -0.077
H  -1.561  0.484  -0.849
H  -1.317  0.866  1.109
H  0.060  -1.722  -0.176

The energy above the lowest of the compared OMol25 structures with the same formula, charge and spin comes out at 1.596 eV. The calculation puts the frontier orbital gap at 9.6 eV. For the HOMO energy, the calculation gives -9.1 eV. Its structure (SMILES) is C#CC[SeH].

***

# C3H53BClNO23P

A cluster of 23 separate species, C3H53BClNO23P in total in a non-equilibrium geometry (ωB97M-V with the def2-TZVPD basis set, the OMol25 dataset).

Geometry (Å):
C  -2.307  2.474  1.925
B  -1.633  2.034  0.483
C  -2.745  1.901  -0.722
C  -2.669  0.516  -1.594
O  -3.745  0.223  -2.376
Cl  -1.262  -0.688  -1.656
P  -0.214  3.285  0.110
N  1.199  2.655  0.659
H  -1.546  3.152  2.509
H  -2.437  1.492  2.586
H  -3.367  2.967  1.825
H  -1.148  0.976  0.641
H  -2.714  2.795  -1.510
H  -3.831  1.947  -0.250
H  -0.435  4.569  0.766
H  -0.077  3.517  -1.303
H  1.643  3.305  1.360
O  2.336  -1.563  -1.894
H  1.463  -1.204  -1.675
H  2.547  -2.141  -1.145
O  1.691  1.415  -2.230
H  0.954  0.787  -2.210
H  1.945  1.508  -1.300
O  3.392  -2.589  -4.353
H  2.856  -3.396  -4.399
H  3.035  -2.114  -3.588
O  0.449  5.337  2.938
H  0.046  6.175  3.210
H  1.303  5.329  3.396
O  -1.689  -3.896  -1.530
H  -1.510  -2.949  -1.637
H  -1.655  -4.244  -2.433
O  3.355  2.997  2.411
H  3.298  2.660  3.318
H  4.146  2.568  2.052
O  3.821  3.145  5.633
H  4.317  2.477  6.129
H  4.307  3.967  5.797
O  -5.123  0.332  0.936
H  -5.045  -0.386  0.289
H  -5.955  0.144  1.395
O  -7.907  0.114  2.211
H  -8.293  0.985  2.386
H  -8.665  -0.488  2.236
O  4.377  -0.208  -6.302
H  4.561  0.434  -5.600
H  4.375  -1.062  -5.844
O  3.591  1.527  8.109
H  3.204  2.398  8.284
H  2.832  0.925  8.134
O  -1.109  -6.549  -3.246
H  -1.847  -7.177  -3.225
H  -0.855  -6.456  -2.315
O  -6.053  -2.190  0.579
H  -6.356  -2.766  1.297
H  -5.842  -2.804  -0.141
O  -3.629  -6.206  -0.608
H  -3.001  -5.579  -0.998
H  -3.989  -6.681  -1.372
O  0.963  -0.982  -4.414
H  1.457  -1.739  -4.764
H  1.470  -0.213  -4.713
O  5.555  -1.665  -8.659
H  5.019  -2.471  -8.705
H  5.197  -1.190  -7.894
O  -0.660  8.027  2.265
H  -0.482  8.973  2.158
H  -0.627  7.678  1.361
O  6.185  2.587  0.730
H  6.093  3.008  -0.138
H  7.052  2.886  1.044
O  -1.012  -0.758  1.957
H  -0.934  -1.475  1.310
H  -1.845  -0.945  2.415
O  4.686  -2.614  -0.667
H  4.865  -1.668  -0.774
H  4.720  -2.962  -1.571
O  -0.741  -7.960  -0.836
H  -1.614  -7.601  -0.617
H  -0.531  -8.537  -0.086
O  -2.553  -0.301  4.574
H  -2.956  0.537  4.846
H  -1.699  -0.309  5.032

The calculation puts the frontier orbital gap at 4.8 eV. For the HOMO energy, the calculation gives -3.0 eV. As for the net charge: -1.

***

# C3H5AlClF4O5S

A structure of composition C3H5AlClF4O5S in a non-equilibrium geometry (ωB97M-V with the def2-TZVPD basis set, the OMol25 dataset).

Geometry (Å):
O  1.080  -1.056  1.040
C  0.326  -1.252  -0.074
O  -0.429  -2.505  -0.249
C  0.178  -0.088  -1.242
C  -1.093  0.875  -0.741
O  -2.259  0.466  -1.537
S  -3.581  -0.004  -0.570
O  -3.168  -0.974  0.575
O  -4.532  -1.009  -1.622
Cl  -3.592  -2.443  -1.752
H  -0.268  -2.905  -1.174
H  1.175  0.514  -1.392
H  -0.141  -0.580  -2.280
H  -1.198  0.729  0.414
H  -0.842  2.015  -0.985
F  2.439  1.834  1.016
Al  3.668  1.643  2.318
F  4.875  0.400  1.827
F  2.856  1.123  3.839
F  4.503  3.216  2.591

The energy above the lowest of the compared OMol25 structures with the same formula, charge and spin comes out at 2.076 eV. The calculation puts the frontier orbital gap at 8.8 eV. For the HOMO energy, the calculation gives -7.8 eV. As for the net charge: -1.

***

# C3H5B

An isolated molecule of C3H5B in a non-equilibrium geometry (ωB97M-V with the def2-TZVPD basis set, the OMol25 dataset).

Geometry (Å):
C  -1.241  -0.001  -0.108
B  -0.540  1.366  0.255
C  1.165  0.401  -0.080
C  0.079  -0.340  0.400
H  -2.077  -0.486  0.382
H  -1.366  0.002  -1.190
H  1.271  0.639  -1.126
H  2.082  0.452  0.485
H  0.140  -0.740  1.407

The energy above the lowest of the compared OMol25 structures with the same formula, charge and spin comes out at 1.992 eV. The calculation puts the frontier orbital gap at 7.7 eV. For the HOMO energy, the calculation gives -7.7 eV. Its structure (SMILES) is C1B2CC12.

***

# C3H5Br2N3

An isolated molecule of C3H5Br2N3 in a non-equilibrium geometry (ωB97M-V with the def2-TZVPD basis set, the OMol25 dataset).

Geometry (Å):
C  0.720  -0.172  -0.952
N  -0.541  -0.230  -0.342
N  -1.508  -1.096  -0.592
C  -2.560  -0.827  0.142
Br  -4.179  -1.747  0.026
C  -2.287  0.333  0.927
Br  -3.183  2.180  -0.192
N  -0.887  0.504  0.761
H  0.766  0.445  -1.835
H  1.474  0.396  -0.274
H  1.039  -1.030  -1.448
H  -2.707  0.630  1.947
H  -0.425  1.384  0.667

The energy above the lowest of the compared OMol25 structures with the same formula, charge and spin comes out at 0.000 eV. The calculation puts the frontier orbital gap at 8.0 eV. For the HOMO energy, the calculation gives -8.0 eV. Its structure (SMILES) is CN1N=C(Br)[C@H](Br)N1.

***

no.,M (Da)
1,102.01
2,102.01
3,72.13
4,72.13
5,104.20
6,136.27
7,168.33
8,119.02
9,548.68
10,291.56
11,51.88
12,242.90